16
Properties=species:S:1:pos:R:3:nbo_charge:R:1 method="wB97M-V/def2-TZVPD" homo_lumo_gap_ev=9.2 smiles="C=CN.NCO" de_lowest_kcal_mol=69.3 largest_force_ev_per_a=3.92 energy_ev=-8298.500
C 1.39435 0.29763 1.23300 -0.51
C 1.10138 -0.94789 1.73286 0.01
N 0.72494 -1.93857 0.78342 -0.80
H 0.92184 1.19278 1.60405 0.21
H 1.96589 0.23753 0.34171 0.18
H 0.62522 -1.16436 2.69146 0.18
H 0.88500 -2.92833 0.97598 0.36
H 1.22109 -1.68111 -0.03328 0.36
N -1.37243 0.55088 -0.34284 -0.89
C -0.60448 1.02416 -1.36916 0.09
O -1.32233 1.23422 -2.60645 -0.74
H -1.72554 -0.40842 -0.42435 0.38
H -1.64891 1.04307 0.55137 0.40
H 0.21512 0.39245 -1.53925 0.14
H -0.15511 2.00077 -1.20231 0.16
H -2.22602 1.09520 -2.39620 0.46